# C40H40GeN2ORe

A molecular structure, C40H40GeN2ORe at a distorted geometry (the ωB97M-V functional and the def2-TZVPD basis, the Open Molecules 2025 dataset).

Atoms and positions in Å:
Re  0.102  0.822  0.467
C  0.562  4.665  0.372
C  1.563  3.548  0.326
C  1.286  2.327  -0.471
C  0.752  2.706  -1.853
C  2.210  1.172  -0.299
C  2.794  0.440  -1.502
C  3.263  1.283  0.711
C  4.106  0.096  1.046
C  3.560  2.499  1.311
C  4.755  2.671  2.233
C  2.722  3.658  1.077
C  3.134  4.982  1.690
H  -0.437  4.320  0.199
H  0.816  5.398  -0.396
H  0.555  5.158  1.360
H  1.347  3.494  -2.353
H  -0.277  3.099  -1.798
H  0.727  1.812  -2.509
H  2.701  -0.670  -1.384
H  3.896  0.665  -1.542
H  2.265  0.673  -2.447
H  5.188  0.255  0.841
H  3.783  -0.805  0.509
H  4.016  -0.137  2.170
H  5.140  1.703  2.590
H  4.553  3.323  3.117
H  5.661  3.093  1.706
H  2.751  5.836  1.115
H  4.216  5.063  1.750
H  2.743  5.150  2.741
O  -2.851  1.122  -0.332
C  -3.598  0.591  0.766
C  -4.903  0.228  0.453
C  -5.758  -0.304  1.422
C  -5.174  -0.894  2.545
C  -3.844  -0.618  2.817
C  -3.064  0.331  2.060
C  -1.908  0.997  2.659
N  -0.615  1.249  2.242
C  0.075  1.868  3.319
C  -0.806  2.023  4.369
N  -2.036  1.485  3.893
H  -5.284  0.444  -0.545
H  -6.816  -0.353  1.196
H  -5.749  -1.527  3.189
H  -3.367  -1.136  3.658
H  1.163  2.077  3.229
H  -0.706  2.445  5.391
H  -2.878  1.366  4.438
C  -1.563  1.042  -0.245
Ge  -0.295  -1.206  -0.880
C  -2.002  -2.236  -0.986
C  -3.092  -1.979  -1.852
C  -4.250  -2.769  -1.814
C  -4.382  -3.748  -0.848
C  -3.361  -3.993  0.019
C  -2.181  -3.222  -0.020
C  0.737  -2.693  -0.213
C  0.800  -3.845  -0.983
C  1.618  -4.894  -0.601
C  2.040  -4.976  0.705
C  1.953  -3.882  1.512
C  1.317  -2.723  1.058
C  -0.059  -1.029  -2.870
C  0.959  -1.682  -3.603
C  1.089  -1.610  -4.993
C  0.168  -0.929  -5.737
C  -0.935  -0.380  -5.066
C  -1.009  -0.391  -3.665
H  -3.084  -1.135  -2.520
H  -5.070  -2.586  -2.519
H  -5.223  -4.415  -0.792
H  -3.471  -4.756  0.769
H  -1.477  -3.421  0.800
H  0.255  -3.923  -1.937
H  1.876  -5.694  -1.332
H  2.421  -5.946  0.989
H  2.314  -3.937  2.565
H  1.201  -1.867  1.752
H  1.682  -2.328  -3.095
H  1.947  -2.078  -5.490
H  0.274  -0.753  -6.797
H  -1.679  0.132  -5.673
H  -1.850  0.158  -3.183

Values from the calculation:
Gap between HOMO and LUMO ... 3.88 eV
ΔE to the lowest compared entry with this formula, charge and spin ... 30.58 kJ/mol
Charge ... +3
LUMO level ... -11.8 eV


# C40H40IrN7S4Sb

A molecular structure, C40H40IrN7S4Sb (the ωB97M-V functional and the def2-TZVPD basis, the Open Molecules 2025 dataset).

Atoms and positions in Å:
Ir  1.252  -0.534  1.638
N  -2.127  0.246  4.242
C  -2.151  1.549  3.801
C  -1.213  1.635  2.819
N  -0.624  0.401  2.650
C  -1.194  -0.406  3.528
C  -0.724  -1.777  3.609
N  0.288  -2.153  2.839
C  0.527  -3.479  3.140
C  -0.350  -3.888  4.092
N  -1.136  -2.794  4.378
H  -2.686  -0.115  5.000
H  -2.816  2.281  4.225
H  -0.927  2.494  2.236
H  1.292  -4.050  2.646
H  -0.492  -4.837  4.580
H  -1.884  -2.787  5.055
N  3.512  2.865  2.807
C  2.696  3.620  1.971
C  2.632  4.989  1.729
C  1.697  5.403  0.803
C  0.859  4.487  0.139
C  0.934  3.133  0.384
C  1.870  2.704  1.322
N  2.193  1.424  1.772
C  3.173  1.576  2.647
C  3.750  0.412  3.302
C  4.775  0.312  4.193
S  5.015  -1.318  4.617
C  3.752  -1.779  3.587
N  3.168  -0.790  2.957
H  4.225  3.225  3.423
H  3.278  5.694  2.233
H  1.610  6.456  0.576
H  0.147  4.862  -0.584
H  0.298  2.428  -0.138
H  5.390  1.091  4.616
H  3.443  -2.809  3.494
C  3.457  -5.520  -1.189
C  1.902  -5.439  -1.406
S  0.993  -4.366  -0.285
C  0.398  -3.059  -1.388
C  1.445  -2.078  -1.888
S  2.188  -0.965  -0.653
C  3.923  -1.503  -0.615
C  4.130  -2.972  -0.239
S  4.269  -4.032  -1.678
H  3.862  -6.306  -1.830
H  3.689  -5.745  -0.147
H  1.561  -6.460  -1.219
H  1.665  -5.200  -2.442
H  -0.402  -2.554  -0.843
H  -0.071  -3.536  -2.251
H  1.021  -1.422  -2.651
H  2.271  -2.598  -2.377
H  4.397  -0.858  0.125
H  4.370  -1.266  -1.582
H  3.322  -3.364  0.387
H  5.079  -3.106  0.297
C  -4.889  4.598  -0.241
C  -3.814  4.780  -1.102
C  -2.969  3.720  -1.392
C  -3.240  2.464  -0.839
C  -4.304  2.285  0.051
C  -5.134  3.354  0.335
Sb  -2.045  0.873  -1.414
C  -3.185  -0.780  -1.963
C  -3.092  -1.257  -3.272
C  -3.938  -2.279  -3.680
C  -4.837  -2.839  -2.783
C  -4.899  -2.388  -1.469
C  -4.067  -1.365  -1.049
C  -1.022  1.518  -3.116
C  -1.782  1.867  -4.235
C  -1.143  2.330  -5.376
C  0.241  2.452  -5.400
C  0.993  2.112  -4.285
C  0.366  1.642  -3.138
H  -5.543  5.430  -0.017
H  -3.640  5.747  -1.553
H  -2.136  3.865  -2.069
H  -4.512  1.316  0.488
H  -5.981  3.223  0.994
H  -2.395  -0.823  -3.979
H  -3.902  -2.630  -4.702
H  -5.495  -3.634  -3.109
H  -5.605  -2.830  -0.778
H  -4.127  -1.014  -0.026
H  -2.864  1.796  -4.226
H  -1.727  2.602  -6.245
H  0.731  2.823  -6.290
H  2.069  2.225  -4.305
H  0.965  1.396  -2.268

Values from the calculation:
Gap between HOMO and LUMO (alpha / beta) ... 8.35 / 3.85 eV
ΔE to the lowest compared entry with this formula, charge and spin ... 109.05 kJ/mol
Charge ... +4
LUMO level (alpha / beta) ... -9.0 / -13.7 eV
Multiplicity ... 6
⟨S²⟩ ... 8.7692


# C40H41AsN4O3P2ReS2Se

A molecular structure, C40H41AsN4O3P2ReS2Se at a distorted geometry (the ωB97M-V functional and the def2-TZVPD basis, the Open Molecules 2025 dataset).

Atoms and positions in Å:
Re  0.155  -1.552  -0.862
C  0.469  1.274  1.541
N  -0.929  1.284  1.969
C  -1.747  0.173  1.539
P  -1.683  0.002  -0.326
C  -1.856  1.760  -0.765
C  -0.751  2.519  -1.144
C  -0.855  3.891  -1.318
C  -2.076  4.520  -1.115
C  -3.186  3.775  -0.742
C  -3.079  2.404  -0.564
C  -3.306  -0.713  -0.691
C  -3.868  -0.455  -1.942
C  -5.059  -1.055  -2.309
C  -5.698  -1.920  -1.429
C  -5.144  -2.180  -0.186
C  -3.950  -1.578  0.187
C  -1.445  2.374  2.585
C  -0.718  3.599  2.590
C  -1.246  4.711  3.192
C  -2.491  4.650  3.825
C  -3.209  3.451  3.852
C  -2.710  2.329  3.244
P  1.261  -0.350  1.036
C  1.210  -1.202  2.655
C  1.240  -2.597  2.693
C  1.170  -3.274  3.900
C  1.070  -2.573  5.092
C  1.034  -1.187  5.072
C  1.099  -0.508  3.864
C  2.870  0.497  0.847
C  3.242  0.913  -0.424
C  4.442  1.583  -0.623
C  5.277  1.838  0.455
C  4.906  1.428  1.729
C  3.705  0.763  1.929
H  1.073  1.708  2.334
H  0.581  1.932  0.675
H  -2.785  0.351  1.789
H  -1.400  -0.758  1.991
H  0.199  2.028  -1.333
H  0.009  4.464  -1.624
H  -2.165  5.588  -1.259
H  -4.142  4.259  -0.597
H  -3.955  1.835  -0.280
H  -3.381  0.221  -2.635
H  -5.492  -0.849  -3.278
H  -6.628  -2.391  -1.716
H  -5.636  -2.859  0.497
H  -3.517  -1.828  1.147
H  0.227  3.669  2.075
H  -0.701  5.644  3.169
H  -2.896  5.531  4.303
H  -4.156  3.403  4.370
H  -3.252  1.401  3.324
H  1.310  -3.160  1.776
H  1.189  -4.356  3.905
H  1.018  -3.103  6.033
H  0.957  -0.630  5.995
H  1.073  0.571  3.899
H  2.600  0.686  -1.270
H  4.728  1.897  -1.618
H  6.216  2.352  0.304
H  5.557  1.622  2.570
H  3.439  0.431  2.925
Se  4.955  -2.527  0.990
N  5.378  -3.443  -0.458
C  4.364  -3.338  -1.293
C  4.288  -4.011  -2.545
C  3.131  -3.871  -3.235
C  2.090  -3.050  -2.725
N  2.115  -2.342  -1.617
C  3.255  -2.534  -0.841
N  3.378  -2.026  0.355
H  5.114  -4.621  -2.882
H  2.956  -4.376  -4.173
H  1.171  -3.015  -3.297
C  -0.621  1.179  -3.744
As  0.305  -0.441  -3.189
C  -0.462  -1.537  -4.612
C  2.054  0.030  -3.898
H  -0.643  1.157  -4.834
H  -0.095  2.074  -3.423
H  -1.639  1.209  -3.368
H  -0.084  -1.163  -5.565
H  -1.542  -1.388  -4.577
H  -0.271  -2.605  -4.533
H  1.940  0.216  -4.967
H  2.800  -0.745  -3.745
H  2.391  0.949  -3.419
O  0.540  -3.841  -0.220
S  -0.953  -3.796  -0.130
O  -1.084  -2.419  0.628
O  -1.648  -4.877  0.460
S  -1.398  -3.102  -1.968

Values from the calculation:
Gap between HOMO and LUMO (alpha / beta) ... 5.80 / 3.08 eV
ΔE to the lowest compared entry with this formula, charge and spin ... 86.55 kJ/mol
Charge ... +2
LUMO level (alpha / beta) ... -6.8 / -8.6 eV
Multiplicity ... 2
⟨S²⟩ ... 0.7704


Look up the charge of the first one. +3


What did the first record say?
# C40H40GeN2ORe

A molecular structure, C40H40GeN2ORe at a distorted geometry (the ωB97M-V functional and the def2-TZVPD basis, the Open Molecules 2025 dataset).

Atoms and positions in Å:
Re  0.102  0.822  0.467
C  0.562  4.665  0.372
C  1.563  3.548  0.326
C  1.286  2.327  -0.471
C  0.752  2.706  -1.853
C  2.210  1.172  -0.299
C  2.794  0.440  -1.502
C  3.263  1.283  0.711
C  4.106  0.096  1.046
C  3.560  2.499  1.311
C  4.755  2.671  2.233
C  2.722  3.658  1.077
C  3.134  4.982  1.690
H  -0.437  4.320  0.199
H  0.816  5.398  -0.396
H  0.555  5.158  1.360
H  1.347  3.494  -2.353
H  -0.277  3.099  -1.798
H  0.727  1.812  -2.509
H  2.701  -0.670  -1.384
H  3.896  0.665  -1.542
H  2.265  0.673  -2.447
H  5.188  0.255  0.841
H  3.783  -0.805  0.509
H  4.016  -0.137  2.170
H  5.140  1.703  2.590
H  4.553  3.323  3.117
H  5.661  3.093  1.706
H  2.751  5.836  1.115
H  4.216  5.063  1.750
H  2.743  5.150  2.741
O  -2.851  1.122  -0.332
C  -3.598  0.591  0.766
C  -4.903  0.228  0.453
C  -5.758  -0.304  1.422
C  -5.174  -0.894  2.545
C  -3.844  -0.618  2.817
C  -3.064  0.331  2.060
C  -1.908  0.997  2.659
N  -0.615  1.249  2.242
C  0.075  1.868  3.319
C  -0.806  2.023  4.369
N  -2.036  1.485  3.893
H  -5.284  0.444  -0.545
H  -6.816  -0.353  1.196
H  -5.749  -1.527  3.189
H  -3.367  -1.136  3.658
H  1.163  2.077  3.229
H  -0.706  2.445  5.391
H  -2.878  1.366  4.438
C  -1.563  1.042  -0.245
Ge  -0.295  -1.206  -0.880
C  -2.002  -2.236  -0.986
C  -3.092  -1.979  -1.852
C  -4.250  -2.769  -1.814
C  -4.382  -3.748  -0.848
C  -3.361  -3.993  0.019
C  -2.181  -3.222  -0.020
C  0.737  -2.693  -0.213
C  0.800  -3.845  -0.983
C  1.618  -4.894  -0.601
C  2.040  -4.976  0.705
C  1.953  -3.882  1.512
C  1.317  -2.723  1.058
C  -0.059  -1.029  -2.870
C  0.959  -1.682  -3.603
C  1.089  -1.610  -4.993
C  0.168  -0.929  -5.737
C  -0.935  -0.380  -5.066
C  -1.009  -0.391  -3.665
H  -3.084  -1.135  -2.520
H  -5.070  -2.586  -2.519
H  -5.223  -4.415  -0.792
H  -3.471  -4.756  0.769
H  -1.477  -3.421  0.800
H  0.255  -3.923  -1.937
H  1.876  -5.694  -1.332
H  2.421  -5.946  0.989
H  2.314  -3.937  2.565
H  1.201  -1.867  1.752
H  1.682  -2.328  -3.095
H  1.947  -2.078  -5.490
H  0.274  -0.753  -6.797
H  -1.679  0.132  -5.673
H  -1.850  0.158  -3.183

Values from the calculation:
Gap between HOMO and LUMO ... 3.88 eV
ΔE to the lowest compared entry with this formula, charge and spin ... 30.58 kJ/mol
Charge ... +3
LUMO level ... -11.8 eV


The lowest charge belongs to which entry? C40H41AsN4O3P2ReS2Se


Repeat the first record exactly.
# C40H40GeN2ORe

A molecular structure, C40H40GeN2ORe at a distorted geometry (the ωB97M-V functional and the def2-TZVPD basis, the Open Molecules 2025 dataset).

Atoms and positions in Å:
Re  0.102  0.822  0.467
C  0.562  4.665  0.372
C  1.563  3.548  0.326
C  1.286  2.327  -0.471
C  0.752  2.706  -1.853
C  2.210  1.172  -0.299
C  2.794  0.440  -1.502
C  3.263  1.283  0.711
C  4.106  0.096  1.046
C  3.560  2.499  1.311
C  4.755  2.671  2.233
C  2.722  3.658  1.077
C  3.134  4.982  1.690
H  -0.437  4.320  0.199
H  0.816  5.398  -0.396
H  0.555  5.158  1.360
H  1.347  3.494  -2.353
H  -0.277  3.099  -1.798
H  0.727  1.812  -2.509
H  2.701  -0.670  -1.384
H  3.896  0.665  -1.542
H  2.265  0.673  -2.447
H  5.188  0.255  0.841
H  3.783  -0.805  0.509
H  4.016  -0.137  2.170
H  5.140  1.703  2.590
H  4.553  3.323  3.117
H  5.661  3.093  1.706
H  2.751  5.836  1.115
H  4.216  5.063  1.750
H  2.743  5.150  2.741
O  -2.851  1.122  -0.332
C  -3.598  0.591  0.766
C  -4.903  0.228  0.453
C  -5.758  -0.304  1.422
C  -5.174  -0.894  2.545
C  -3.844  -0.618  2.817
C  -3.064  0.331  2.060
C  -1.908  0.997  2.659
N  -0.615  1.249  2.242
C  0.075  1.868  3.319
C  -0.806  2.023  4.369
N  -2.036  1.485  3.893
H  -5.284  0.444  -0.545
H  -6.816  -0.353  1.196
H  -5.749  -1.527  3.189
H  -3.367  -1.136  3.658
H  1.163  2.077  3.229
H  -0.706  2.445  5.391
H  -2.878  1.366  4.438
C  -1.563  1.042  -0.245
Ge  -0.295  -1.206  -0.880
C  -2.002  -2.236  -0.986
C  -3.092  -1.979  -1.852
C  -4.250  -2.769  -1.814
C  -4.382  -3.748  -0.848
C  -3.361  -3.993  0.019
C  -2.181  -3.222  -0.020
C  0.737  -2.693  -0.213
C  0.800  -3.845  -0.983
C  1.618  -4.894  -0.601
C  2.040  -4.976  0.705
C  1.953  -3.882  1.512
C  1.317  -2.723  1.058
C  -0.059  -1.029  -2.870
C  0.959  -1.682  -3.603
C  1.089  -1.610  -4.993
C  0.168  -0.929  -5.737
C  -0.935  -0.380  -5.066
C  -1.009  -0.391  -3.665
H  -3.084  -1.135  -2.520
H  -5.070  -2.586  -2.519
H  -5.223  -4.415  -0.792
H  -3.471  -4.756  0.769
H  -1.477  -3.421  0.800
H  0.255  -3.923  -1.937
H  1.876  -5.694  -1.332
H  2.421  -5.946  0.989
H  2.314  -3.937  2.565
H  1.201  -1.867  1.752
H  1.682  -2.328  -3.095
H  1.947  -2.078  -5.490
H  0.274  -0.753  -6.797
H  -1.679  0.132  -5.673
H  -1.850  0.158  -3.183

Values from the calculation:
Gap between HOMO and LUMO ... 3.88 eV
ΔE to the lowest compared entry with this formula, charge and spin ... 30.58 kJ/mol
Charge ... +3
LUMO level ... -11.8 eV